i | {
  "formula": "C6H10O5",
  "method": "ωB97M-V with the def2-TZVPD basis set",
  "lumo_energy_ev": -0.93,
  "e_homo_ha": -0.373,
  "orbital_gap_ev": 9.23,
  "symbols": ["C", "O", "C", "O", "C", "C", "C", "O", "C", "O", "O", "H", "H", "H", "H", "H", "H", "H", "H", "H", "H"],
  "coordinates": [[1.48, -1.93, 0.83], [0.56, -1.68, -0.15], [1.07, -0.82, -1.19], [1.53, 0.39, -0.82], [0.61, 1.30, -0.35], [1.27, 2.33, 0.51], [-0.49, 0.56, 0.44], [-0.49, 0.42, 1.73], [-1.76, 0.10, -0.23], [-1.96, 0.26, -1.46], [-2.53, -0.64, 0.50], [2.56, -2.30, 0.45], [1.07, -2.63, 1.39], [1.72, -1.23, 1.44], [0.11, -0.82, -2.00], [2.18, -1.22, -1.55], [-0.02, 1.75, -1.39], [0.62, 3.06, 0.77], [1.89, 2.81, -0.03], [1.94, 1.81, 1.11], [-2.07, -0.52, 1.42]]
}

---

ii | {
  "formula": "C6H10O5",
  "method": "ωB97M-V with the def2-TZVPD basis set",
  "lumo_energy_ev": 0.44,
  "e_homo_ha": -0.366,
  "orbital_gap_ev": 10.39,
  "symbols": ["O", "C", "C", "O", "C", "O", "C", "O", "C", "C", "O", "H", "H", "H", "H", "H", "H", "H", "H", "H", "H"],
  "coordinates": [[1.06, 2.09, -0.20], [0.41, 0.77, -0.44], [-0.57, 0.62, 0.64], [-1.44, 1.72, 0.79], [-1.47, -0.57, 0.31], [-2.44, -0.39, -0.62], [-0.57, -1.74, -0.02], [0.36, -2.18, 0.98], [0.86, -1.70, -0.27], [1.55, -0.31, -0.42], [2.43, 0.04, 0.59], [0.60, 2.65, -0.83], [-0.09, 0.71, -1.41], [-0.03, 0.45, 1.63], [-0.92, 2.39, 1.14], [-2.03, -0.73, 1.28], [-2.63, 0.56, -0.66], [-1.15, -2.44, -0.67], [1.31, -2.52, -0.87], [2.03, -0.35, -1.43], [2.72, 0.95, 0.49]]
}

---

Which structure is the least stable? The one labeled i.

---

i | {
  "formula": "C20H34N6O2",
  "method": "ωB97M-V with the def2-TZVPD basis set",
  "lumo_energy_ev": 0.31,
  "e_homo_ha": -0.326,
  "orbital_gap_ev": 9.19,
  "symbols": ["C", "C", "C", "C", "C", "C", "O", "N", "C", "C", "C", "C", "C", "N", "C", "O", "C", "C", "N", "C", "C", "N", "C", "C", "N", "N", "C", "C", "H", "H", "H", "H", "H", "H", "H", "H", "H", "H", "H", "H", "H", "H", "H", "H", "H", "H", "H", "H", "H", "H", "H", "H", "H", "H", "H", "H", "H", "H", "H", "H", "H", "H"],
  "coordinates": [[5.54, -0.32, 2.72], [4.97, 0.35, 1.50], [5.68, 0.53, 0.39], [5.16, 1.20, -0.85], [3.64, 1.34, -0.84], [3.21, 2.32, -1.91], [3.61, 3.48, -1.86], [2.31, 1.91, -2.85], [1.88, 2.87, -3.86], [1.73, 0.58, -2.92], [0.69, 0.25, -1.85], [-0.54, 1.17, -1.87], [-0.36, 2.44, -1.05], [-1.71, 0.47, -1.37], [-2.32, -0.48, -2.14], [-1.91, -0.78, -3.24], [-3.51, -1.13, -1.51], [-3.82, -1.27, -0.18], [-4.99, -1.95, -0.19], [-5.81, -2.40, 0.93], [-5.02, -3.15, 1.98], [-4.12, -2.30, 2.76], [-3.13, -3.11, 3.45], [-4.85, -1.47, 3.70], [-5.37, -2.22, -1.45], [-4.49, -1.72, -2.25], [3.19, 1.84, 0.53], [3.55, 0.83, 1.61], [4.93, -1.17, 3.01], [6.56, -0.67, 2.54], [5.55, 0.37, 3.57], [6.72, 0.20, 0.37], [5.60, 2.19, -0.96], [5.47, 0.62, -1.73], [3.20, 0.35, -1.00], [2.40, 3.80, -3.69], [2.11, 2.50, -4.86], [0.80, 3.05, -3.80], [1.25, 0.49, -3.90], [2.52, -0.18, -2.90], [0.35, -0.77, -2.04], [1.14, 0.27, -0.86], [-0.75, 1.44, -2.91], [0.52, 2.99, -1.38], [-1.23, 3.09, -1.13], [-0.21, 2.19, 0.01], [-2.17, 0.80, -0.54], [-3.34, -1.00, 0.74], [-6.34, -1.54, 1.35], [-6.55, -3.06, 0.48], [-5.73, -3.69, 2.63], [-4.41, -3.90, 1.47], [-2.45, -2.47, 4.00], [-3.60, -3.81, 4.17], [-2.56, -3.69, 2.73], [-4.14, -0.86, 4.26], [-5.53, -0.79, 3.18], [-5.43, -2.07, 4.42], [3.69, 2.79, 0.72], [2.12, 2.04, 0.53], [2.88, -0.04, 1.55], [3.38, 1.26, 2.60]]
}

---

ii | {
  "formula": "C20H34N6O2",
  "method": "ωB97M-V with the def2-TZVPD basis set",
  "lumo_energy_ev": 0.37,
  "e_homo_ha": -0.314,
  "orbital_gap_ev": 8.92,
  "symbols": ["C", "C", "C", "C", "C", "C", "O", "N", "C", "C", "C", "C", "C", "N", "C", "O", "C", "C", "N", "C", "C", "N", "C", "C", "N", "N", "C", "C", "H", "H", "H", "H", "H", "H", "H", "H", "H", "H", "H", "H", "H", "H", "H", "H", "H", "H", "H", "H", "H", "H", "H", "H", "H", "H", "H", "H", "H", "H", "H", "H", "H", "H"],
  "coordinates": [[0.83, 2.81, 1.90], [-0.36, 1.89, 1.95], [-1.60, 2.34, 2.09], [-2.83, 1.47, 2.04], [-2.50, 0.12, 1.40], [-3.65, -0.85, 1.52], [-4.12, -1.11, 2.62], [-4.10, -1.46, 0.38], [-5.12, -2.49, 0.48], [-3.59, -1.17, -0.95], [-2.27, -1.88, -1.24], [-1.72, -1.58, -2.65], [-1.39, -2.84, -3.43], [-0.51, -0.76, -2.57], [-0.56, 0.53, -2.15], [-1.60, 1.09, -1.86], [0.76, 1.20, -2.01], [1.99, 0.66, -1.70], [2.81, 1.72, -1.63], [4.22, 1.77, -1.28], [4.45, 1.48, 0.19], [4.14, 0.10, 0.54], [3.91, -0.03, 1.97], [5.17, -0.82, 0.11], [2.14, 2.85, -1.89], [0.91, 2.55, -2.11], [-1.26, -0.46, 2.09], [-0.06, 0.42, 1.81], [1.34, 2.70, 0.94], [0.53, 3.85, 2.00], [1.54, 2.58, 2.69], [-1.76, 3.41, 2.20], [-3.24, 1.30, 3.04], [-3.61, 1.98, 1.46], [-2.24, 0.32, 0.36], [-5.32, -2.68, 1.53], [-6.04, -2.18, 0.00], [-4.77, -3.41, 0.01], [-4.35, -1.50, -1.66], [-3.47, -0.10, -1.10], [-1.53, -1.59, -0.50], [-2.43, -2.96, -1.13], [-2.47, -1.00, -3.20], [-2.28, -3.46, -3.53], [-1.02, -2.61, -4.42], [-0.64, -3.44, -2.90], [0.35, -1.12, -2.94], [2.32, -0.34, -1.46], [4.77, 1.09, -1.92], [4.54, 2.79, -1.52], [5.50, 1.73, 0.44], [3.81, 2.14, 0.77], [3.61, -1.06, 2.20], [4.81, 0.20, 2.56], [3.10, 0.63, 2.28], [4.88, -1.84, 0.36], [5.31, -0.77, -0.98], [6.14, -0.61, 0.58], [-1.47, -0.52, 3.16], [-1.07, -1.49, 1.75], [0.33, 0.24, 0.80], [0.76, 0.16, 2.50]]
}

---

Which structure is the least stable? The one labeled i.

---

i | {
  "formula": "CH5N2S",
  "method": "ωB97M-V with the def2-TZVPD basis set",
  "lumo_energy_ev": -4.85,
  "e_homo_ha": -0.471,
  "charge": 1,
  "orbital_gap_ev": 7.96,
  "symbols": ["C", "N", "N", "S", "H", "H", "H", "H", "H"],
  "coordinates": [[1.40, 0.85, 0.26], [0.34, 0.80, -0.22], [2.63, 1.02, 0.32], [-3.35, -1.11, -0.07], [-2.39, -2.02, -0.49], [-0.53, 0.32, -0.34], [3.05, 1.72, 0.98], [3.25, 0.17, 0.15], [-4.40, -1.76, -0.60]]
}

---

ii | {
  "formula": "CH5N2S",
  "method": "ωB97M-V with the def2-TZVPD basis set",
  "lumo_energy_ev": [-4.80, -5.63],
  "e_homo_ha": [-0.503, -0.500],
  "charge": 1,
  "orbital_gap_ev": [8.90, 7.99],
  "symbols": ["C", "N", "N", "S", "H", "H", "H", "H", "H"],
  "coordinates": [[0.44, -0.01, 0.04], [0.08, 0.38, 1.35], [-0.73, -0.28, -0.86], [0.71, -1.18, 1.35], [1.26, 0.44, -0.51], [1.31, 1.66, 1.82], [-1.50, -0.68, -0.29], [-0.49, -0.93, -1.62], [-1.08, 0.60, -1.27]]
}

---

iii | {
  "formula": "CH5N2S",
  "method": "ωB97M-V with the def2-TZVPD basis set",
  "lumo_energy_ev": -4.01,
  "e_homo_ha": -0.509,
  "charge": 1,
  "orbital_gap_ev": 9.84,
  "symbols": ["N", "C", "N", "S", "H", "H", "H", "H", "H"],
  "coordinates": [[-0.54, 0.48, 0.44], [0.53, 0.44, -0.65], [0.50, -0.89, -1.16], [-0.03, 0.35, -2.33], [-1.57, 0.14, 0.16], [-0.35, 1.49, 0.72], [-0.29, 0.04, 1.32], [1.45, 0.96, -0.28], [1.39, -1.37, -1.43]]
}

---

Which structure is the least stable? The one labeled ii.